23
Properties=species:S:1:pos:R:3:lowdin_charge:R:1 method="wB97M-V/def2-TZVPD" smiles="CS(=O)(=O)O[C@@H](CN)CON" homo_ev=-9.5 e_tot_ev=-26345.3788 e_above_lowest_ev=0.6321
C 2.772 -1.440 -0.118 -0.12
S 1.943 0.075 0.188 0.67
O 2.148 0.947 -0.974 -0.30
O 2.234 0.499 1.566 -0.29
O 0.460 -0.634 0.200 -0.25
C -0.707 0.043 -0.318 -0.36
C -1.646 -1.077 -0.636 -0.23
N -2.128 -1.671 0.609 0.01
C -1.234 1.055 0.687 -0.17
O -0.343 2.164 0.799 -0.20
N -0.414 2.793 -0.460 0.01
H 2.426 -1.677 -1.075 0.05
H 3.847 -1.264 -0.127 0.08
H 2.491 -2.116 0.697 0.09
H -0.414 0.591 -1.199 0.13
H -2.468 -0.695 -1.237 0.12
H -0.969 -1.703 -1.286 0.13
H -3.017 -2.271 0.545 0.11
H -1.439 -2.250 1.065 0.06
H -1.250 0.665 1.733 0.14
H -2.236 1.357 0.386 0.13
H 0.586 2.835 -0.771 0.09
H -0.643 3.773 -0.273 0.09